DFT (ωB97M-V/def2-TZVPD) results for a molecular structure, C24H20F6N4O10S2Sr.

Structure (XYZ):
```
67
Properties=species:S:1:pos:R:3
Sr -1.105 0.732 -0.259
C 1.071 -3.567 0.837
C 0.540 -2.167 0.975
N 0.563 -1.304 0.020
N 1.081 -1.657 -1.173
C 1.043 -0.637 -2.056
O 0.637 0.528 -1.876
C 1.560 -0.996 -3.418
C 1.752 -2.308 -3.837
C 2.203 -2.569 -5.121
C 2.478 -1.521 -5.988
C 2.310 -0.210 -5.563
C 1.851 0.058 -4.281
C -0.019 -1.732 2.274
C 0.097 -2.568 3.397
C -0.393 -2.148 4.619
C -0.985 -0.899 4.712
C -1.060 -0.137 3.555
N -0.608 -0.528 2.380
H 1.305 -3.743 -0.209
H 0.336 -4.302 1.171
H 1.983 -3.714 1.424
H 1.536 -3.108 -3.142
H 2.345 -3.594 -5.446
H 2.833 -1.726 -6.992
H 2.549 0.611 -6.226
H 1.760 1.073 -3.911
H 0.579 -3.529 3.304
H -0.305 -2.788 5.489
H -1.386 -0.517 5.641
H -1.512 0.851 3.574
O 0.009 5.029 -1.426
C 0.123 3.970 -0.812
O -0.729 3.018 -0.807
C 1.277 3.853 0.225
C 0.708 3.339 1.551
C 1.724 3.517 2.700
C 2.660 2.305 2.484
C 2.134 1.790 1.139
O 0.714 1.914 1.366
C 2.435 2.825 0.042
C 2.823 2.227 -1.362
O 2.541 2.903 -2.362
O 3.451 1.148 -1.288
H 1.675 4.864 0.333
H -0.307 3.670 1.771
H 1.234 3.478 3.675
H 2.243 4.472 2.618
H 2.516 1.554 3.264
H 3.716 2.572 2.445
H 2.392 0.773 0.854
H 3.360 3.338 0.326
F -5.311 -2.388 -0.734
C -4.446 -2.251 -1.740
F -4.948 -1.408 -2.632
F -4.311 -3.444 -2.330
S -2.763 -1.695 -1.119
O -2.351 -0.630 -1.996
O -2.017 -2.901 -1.040
N -3.004 -1.090 0.430
S -3.912 0.278 0.600
O -3.150 1.429 1.084
O -4.819 0.481 -0.488
C -4.970 -0.140 2.066
F -5.763 -1.180 1.808
F -5.738 0.917 2.338
F -4.237 -0.421 3.141
```

Frontier orbital gap: 6.0 eV
Highest occupied orbital energy: -1.9 eV
Relative energy (zero: lowest compared OMol25 entry of this formula, charge and spin): 0.0 kcal/mol
Net charge: -2


DFT (ωB97M-V/def2-TZVPD) results for a molecular structure, C24H20GeHgO3S2.

Structure (XYZ):
```
51
Properties=species:S:1:pos:R:3
Hg -0.903 0.361 -2.664
C 4.028 -0.107 -3.090
C 3.222 -1.229 -3.013
C 1.850 -1.115 -3.158
C 1.210 0.110 -3.398
C 2.067 1.218 -3.480
C 3.440 1.122 -3.325
H 5.099 -0.177 -2.950
H 3.666 -2.197 -2.812
H 1.249 -2.014 -3.074
H 1.648 2.204 -3.659
H 4.048 2.022 -3.356
O -2.643 -1.120 -2.677
S -3.448 -0.232 -3.558
O -3.028 -0.364 -4.949
O -4.877 -0.389 -3.355
S -2.942 1.680 -2.995
C -1.118 4.244 2.305
C -2.020 3.791 1.355
C -1.828 2.560 0.756
C -0.745 1.750 1.087
C 0.156 2.230 2.027
C -0.024 3.462 2.630
Ge -0.541 0.020 0.071
C -1.808 -1.151 1.104
C -2.704 -0.710 2.068
C -3.645 -1.567 2.618
C -3.686 -2.898 2.234
C -2.789 -3.358 1.282
C -1.878 -2.486 0.718
C 1.206 -0.592 0.895
C 1.327 -1.622 1.820
C 2.555 -1.973 2.360
C 3.705 -1.315 1.955
C 3.611 -0.319 0.995
C 2.377 0.039 0.487
H -1.257 5.206 2.783
H -2.862 4.410 1.075
H -2.514 2.226 -0.013
H 1.018 1.626 2.269
H 0.700 3.818 3.354
H -2.669 0.329 2.379
H -4.359 -1.194 3.347
H -4.416 -3.573 2.673
H -2.819 -4.395 0.966
H -1.204 -2.819 -0.061
H 0.438 -2.162 2.122
H 2.622 -2.765 3.100
H 4.671 -1.585 2.373
H 4.505 0.177 0.635
H 2.307 0.820 -0.258
```

Frontier orbital gap: 6.0 eV
Highest occupied orbital energy: -1.3 eV
Relative energy (zero: lowest compared OMol25 entry of this formula, charge and spin): 19.0 kcal/mol
Net charge: -2


DFT (ωB97M-V/def2-TZVPD) results for 4 unconnected molecules or ions with the total composition C24H20N4O8.

Structure (XYZ):
```
56
Properties=species:S:1:pos:R:3
C 0.889 -2.126 0.670
C -0.322 -2.519 0.196
C -1.316 -1.524 -0.005
C -0.907 -0.119 0.070
C 0.319 0.195 0.563
C 1.257 -0.762 0.934
N -1.953 0.948 -0.221
O -1.604 2.110 -0.028
O -2.938 0.689 -0.892
H 1.568 -2.933 0.903
H -0.455 -3.585 0.089
H -2.284 -1.877 -0.329
H 0.514 1.253 0.662
H 2.231 -0.490 1.314
C -1.263 6.014 1.977
C -1.457 7.206 2.640
C -1.729 7.232 4.004
C -1.849 6.158 4.748
C -1.686 4.912 4.097
C -1.332 4.893 2.727
N -2.359 6.180 6.189
O -2.813 5.116 6.714
O -2.142 7.190 6.743
H -0.900 6.035 0.960
H -1.439 8.169 2.151
H -1.790 8.181 4.515
H -1.758 4.038 4.728
H -1.394 3.955 2.196
C -4.481 -3.694 -3.036
C -3.929 -4.285 -4.150
C -4.836 -4.523 -5.189
C -6.130 -3.896 -5.195
C -6.561 -3.133 -4.128
C -5.687 -3.056 -3.043
N -6.941 -3.947 -6.448
O -8.202 -4.045 -6.389
O -6.293 -3.805 -7.546
H -3.826 -3.556 -2.188
H -2.963 -4.768 -4.151
H -4.349 -5.046 -5.999
H -7.439 -2.504 -4.107
H -5.980 -2.342 -2.288
C 9.357 -2.303 0.568
C 8.309 -2.967 1.101
C 6.996 -2.376 1.105
C 6.788 -1.150 0.415
C 7.893 -0.525 -0.194
C 9.164 -1.145 -0.203
N 5.390 -0.614 0.306
O 5.274 0.640 0.011
O 4.458 -1.455 0.193
H 10.314 -2.805 0.586
H 8.448 -3.943 1.543
H 6.231 -3.059 1.444
H 7.869 0.416 -0.722
H 10.036 -0.656 -0.610
```

Frontier orbital gap: 8.4 eV
Highest occupied orbital energy: -9.7 eV
Relative energy (zero: lowest compared OMol25 entry of this formula, charge and spin): 258.6 kcal/mol
Net charge: 0


DFT (ωB97M-V/def2-TZVPD) results for a molecular structure, C24H20N4OV.

Structure (XYZ):
```
50
Properties=species:S:1:pos:R:3
V 0.702 -0.253 -0.085
O 3.533 -3.186 0.299
C 2.662 -2.412 -0.102
N 2.402 -1.148 0.386
C 3.284 -0.681 1.429
C 2.772 0.669 1.803
C 3.398 1.528 2.641
C 2.884 2.796 2.830
C 1.688 3.127 2.208
C 1.045 2.209 1.407
N 1.606 1.014 1.146
C 1.618 -2.861 -1.074
C 1.604 -4.046 -1.770
C 0.547 -4.242 -2.681
C -0.542 -3.377 -2.742
C -0.490 -2.288 -1.891
N 0.554 -2.024 -1.116
H 4.320 -0.666 1.048
H 3.378 -1.439 2.247
H 4.272 1.218 3.249
H 3.367 3.485 3.526
H 1.206 4.072 2.453
H -0.013 2.429 1.007
H 2.423 -4.814 -1.648
H 0.564 -5.119 -3.336
H -1.396 -3.521 -3.402
H -1.307 -1.549 -1.864
N 0.263 1.240 -1.374
C -1.168 1.600 -1.616
C -1.449 2.291 -2.768
C -2.756 2.358 -3.262
C -3.773 1.844 -2.447
C -3.476 1.342 -1.227
C -2.172 1.218 -0.719
C -1.970 0.569 0.564
C -2.904 0.767 1.555
C -2.868 0.045 2.736
C -1.861 -0.925 2.950
C -0.853 -1.029 2.023
C -0.845 -0.284 0.843
H 0.731 0.999 -2.271
H 0.709 2.112 -1.012
H -0.646 2.715 -3.384
H -2.925 2.811 -4.271
H -4.790 1.865 -2.741
H -4.282 0.919 -0.586
H -3.685 1.474 1.400
H -3.580 0.252 3.498
H -1.812 -1.486 3.869
H 0.031 -1.618 2.270
```

Frontier orbital gap (alpha / beta): 6.7 / 7.2 eV
Highest occupied orbital energy (alpha / beta): -14.9 / -14.9 eV
2S+1: 2
<S²>: 0.77
Net charge: +2


DFT (ωB97M-V/def2-TZVPD) results for a molecular structure, C24H20N5SZr.

Structure (XYZ):
```
51
Properties=species:S:1:pos:R:3
Zr 1.201 -0.313 0.065
C 4.184 0.067 -0.633
N 3.248 0.439 0.453
C 3.613 0.394 1.726
C 2.624 0.085 2.655
C 2.566 0.047 4.041
C 1.288 -0.412 4.392
C 0.603 -0.659 3.220
N 1.380 -0.367 2.130
C 3.273 -0.949 -1.297
C 2.394 -0.528 -2.302
C 1.230 -1.260 -2.581
C 0.931 -2.400 -1.837
C 1.843 -2.871 -0.877
C 3.008 -2.155 -0.614
H 5.115 -0.360 -0.265
H 4.417 0.900 -1.294
H 4.651 0.521 2.027
H 3.364 0.321 4.717
H 0.905 -0.565 5.388
H -0.401 -1.044 3.114
H 2.605 0.384 -2.850
H 0.556 -0.927 -3.360
H 0.013 -2.943 -2.019
H 1.634 -3.787 -0.337
H 3.690 -2.492 0.158
N -3.014 0.778 -0.070
C -3.801 -0.334 -0.517
C -5.048 -0.109 -1.066
C -5.772 -1.189 -1.558
C -5.241 -2.468 -1.527
C -3.975 -2.691 -0.992
C -3.274 -1.619 -0.475
S -1.763 -1.795 0.424
N -0.983 -0.333 -0.073
C -1.698 0.785 -0.081
C -0.905 2.041 -0.134
C -1.449 3.301 -0.189
C -0.601 4.408 -0.222
C 0.765 4.206 -0.213
C 1.247 2.907 -0.170
N 0.439 1.838 -0.132
H -3.507 1.660 -0.017
H -5.462 0.892 -1.118
H -6.757 -1.021 -1.973
H -5.812 -3.304 -1.909
H -3.565 -3.692 -0.947
H -2.519 3.453 -0.207
H -1.008 5.410 -0.258
H 1.455 5.038 -0.239
H 2.310 2.713 -0.158
```

Frontier orbital gap: 6.1 eV
Highest occupied orbital energy: -16.9 eV
Net charge: +3


DFT (ωB97M-V/def2-TZVPD) results for a molecular structure, C24H21ClIN8O4Pd.

Structure (XYZ):
```
60
Properties=species:S:1:pos:R:3
Pd 0.118 -0.188 0.202
C 1.346 5.129 0.446
N 0.576 3.889 0.328
C 1.013 2.642 0.349
N -0.011 1.831 0.107
C -1.075 2.669 -0.062
N -0.745 3.923 0.064
C 1.486 5.815 -0.889
C 1.126 7.146 -1.040
C 1.267 7.771 -2.273
C 1.748 7.067 -3.363
C 2.100 5.726 -3.215
C 1.976 5.108 -1.979
C 2.580 4.968 -4.370
N 2.752 5.364 -5.581
N 3.189 4.259 -6.296
C 3.246 3.282 -5.462
O 2.874 3.652 -4.208
C 3.619 1.888 -5.700
C 3.862 1.450 -6.997
C 4.184 0.120 -7.215
C 4.260 -0.767 -6.152
C 4.028 -0.328 -4.853
C 4.163 -1.312 -3.711
N 3.544 -0.840 -2.481
C 2.255 -0.745 -2.182
N 2.121 -0.204 -0.982
C 3.406 0.014 -0.584
N 4.295 -0.344 -1.472
C 3.712 1.003 -4.630
H 2.315 4.853 0.864
H 0.831 5.765 1.163
H 2.030 2.349 0.540
H -2.074 2.334 -0.277
H 0.732 7.698 -0.196
H 0.988 8.810 -2.384
H 1.850 7.536 -4.332
H 2.258 4.066 -1.879
H 3.786 2.151 -7.817
H 4.368 -0.231 -8.221
H 4.502 -1.808 -6.335
H 5.209 -1.482 -3.460
H 3.718 -2.272 -3.971
H 1.455 -1.069 -2.829
H 3.676 0.406 0.383
H 3.539 1.368 -3.627
C -2.427 -1.375 1.466
C -1.416 -0.289 1.582
O -1.214 0.491 2.435
H -2.932 -1.472 2.425
H -1.933 -2.302 1.175
H -3.126 -1.109 0.676
I -1.463 -0.400 -1.812
Cl 3.377 -3.463 0.515
C 2.092 -3.253 1.732
C 1.308 -2.034 1.348
O 1.548 -0.903 1.815
O 0.381 -2.156 0.460
H 2.556 -3.107 2.702
H 1.463 -4.138 1.721
```

Frontier orbital gap: 5.7 eV
Highest occupied orbital energy: -11.0 eV
Relative energy (zero: lowest compared OMol25 entry of this formula, charge and spin): 0.0 kcal/mol
Net charge: +1


DFT (ωB97M-V/def2-TZVPD) results for 2 unconnected molecules or ions with the total composition C24H21F4.

Structure (XYZ):
```
49
Properties=species:S:1:pos:R:3
C -3.364 0.186 2.433
C -3.485 0.805 1.069
C -2.411 0.763 0.131
C -1.180 0.113 0.528
C 0.041 -0.045 -0.049
C -2.599 1.368 -1.138
C -1.540 1.372 -2.191
C -3.812 1.986 -1.433
C -4.860 2.030 -0.514
C -6.144 2.707 -0.872
C -4.677 1.430 0.736
H -4.295 0.340 2.988
H -3.184 -0.895 2.380
H -2.550 0.630 3.020
H -1.224 -0.331 1.529
H 0.774 -0.522 0.602
H 0.296 0.290 -1.052
H -1.922 1.879 -3.086
H -0.643 1.913 -1.872
H -1.252 0.358 -2.487
H -3.947 2.448 -2.413
H -6.849 2.650 -0.039
H -5.982 3.765 -1.115
H -6.608 2.242 -1.750
H -5.488 1.454 1.466
F 5.386 1.635 2.277
C 4.884 1.365 1.022
C 5.412 2.074 -0.056
C 4.903 1.751 -1.316
F 5.373 2.447 -2.407
C 3.943 0.777 -1.516
C 3.426 0.049 -0.401
C 2.462 -0.974 -0.664
C 2.389 -2.256 -0.048
C 1.687 -3.283 -0.755
C 1.336 -4.445 -0.100
F 0.671 -5.425 -0.801
C 1.640 -4.682 1.243
C 2.436 -3.726 1.874
F 2.762 -3.931 3.198
C 2.890 -2.572 1.248
C 3.886 0.405 0.897
H 6.157 2.852 0.075
H 3.583 0.537 -2.516
H 1.961 -0.906 -1.632
H 1.406 -3.114 -1.795
H 1.290 -5.571 1.757
H 3.579 -1.905 1.758
H 3.443 -0.039 1.787
```

Frontier orbital gap: 4.0 eV
Highest occupied orbital energy: -10.7 eV
Net charge: +1


DFT (ωB97M-V/def2-TZVPD) results for a molecular structure, C24H21IrN10O4SSe.

Structure (XYZ):
```
62
Properties=species:S:1:pos:R:3
Ir 0.076 0.968 -0.431
C -0.405 4.554 2.629
O 0.892 4.219 2.067
C 0.960 3.333 1.121
O -0.046 2.837 0.548
N 2.195 3.014 0.755
N 2.495 2.224 -0.360
H -0.310 5.578 2.972
H -0.599 3.887 3.464
H -1.178 4.468 1.873
H 2.988 3.410 1.238
H 2.767 1.274 -0.080
H 1.786 2.250 -1.095
Se -5.926 0.066 -4.943
N -5.400 -0.700 -3.434
C -4.302 -0.097 -3.059
C -3.575 -0.439 -1.843
C -3.994 -1.395 -0.912
C -3.244 -1.597 0.227
C -2.070 -0.876 0.424
N -1.667 0.021 -0.475
C -2.402 0.256 -1.587
C -1.929 1.322 -2.449
N -0.805 1.957 -2.043
C -0.382 3.021 -2.720
C -1.034 3.467 -3.866
C -2.160 2.807 -4.309
C -2.634 1.711 -3.582
C -3.840 0.962 -3.914
N -4.569 1.206 -4.972
H -4.906 -1.949 -1.094
H -3.544 -2.315 0.976
H -1.436 -1.015 1.286
H 0.498 3.526 -2.345
H -0.650 4.332 -4.388
H -2.694 3.130 -5.193
N 2.438 -4.830 5.532
C 2.347 -3.803 4.656
C 2.861 -3.930 3.350
C 2.777 -2.885 2.465
C 2.170 -1.690 2.859
C 1.643 -1.548 4.143
C 1.734 -2.593 5.031
S 2.091 -0.378 1.748
O 3.324 -0.243 1.010
O 1.555 0.782 2.423
N 0.910 -0.727 0.605
C 1.242 -1.320 -0.592
N 0.690 -0.560 -1.564
C 0.832 -0.894 -2.848
C 1.543 -2.035 -3.148
C 2.085 -2.758 -2.082
N 1.939 -2.414 -0.805
H 2.928 -5.672 5.292
H 2.134 -4.726 6.483
H 3.338 -4.855 3.052
H 3.191 -2.982 1.469
H 1.187 -0.615 4.439
H 1.344 -2.483 6.034
H 0.392 -0.250 -3.599
H 1.682 -2.351 -4.170
H 2.664 -3.654 -2.271
```

Frontier orbital gap: 5.8 eV
Highest occupied orbital energy: -12.4 eV
Relative energy (zero: lowest compared OMol25 entry of this formula, charge and spin): 21.2 kcal/mol
Net charge: +2


Number 1: molar mass 790.2 g mol⁻¹. Number 2: molar mass 693.8 g mol⁻¹. Number 3: molar mass 492.4 g mol⁻¹. Number 4: molar mass 431.4 g mol⁻¹. Number 5: molar mass 501.7 g mol⁻¹. Number 6: molar mass 754.3 g mol⁻¹. Number 7: molar mass 385.4 g mol⁻¹. Number 8: molar mass 816.7 g mol⁻¹.